[1]
DFT (ωB97M-V/def2-TZVPD) results for the ion C4H11N2O2 with charge +1.

Net charge = +1
SMILES = CO[C@]1(N)C[NH2+][C@@H]1O
Relative energy (zero: lowest compared OMol25 entry of this formula, charge and spin) = 72.9 kcal per mole
Frontier orbital gap = 11.1 eV

Geometry as XYZ:
```
19
Properties=species:S:1:pos:R:3:forces:R:3
C 1.9318 -1.1806 0.3073 -2.157 -3.797 -0.840
O 0.7284 -0.5526 0.6876 0.648 0.979 0.711
C 0.1147 0.3198 -0.2547 0.985 -0.039 0.222
N 0.8670 0.6527 -1.4337 -3.564 -1.059 1.668
C -0.5046 1.4475 0.5661 2.755 -0.023 2.545
N -1.7957 0.7684 0.6054 -1.148 -0.349 1.622
C -1.3100 -0.3005 -0.3556 0.182 2.337 -2.674
O -1.5691 -1.5609 -0.0971 0.908 -0.876 0.698
H 1.9729 -2.0223 1.0181 0.459 0.361 -0.239
H 2.8657 -0.7218 0.2403 1.107 1.706 0.228
H 1.6878 -1.6517 -0.6725 0.830 0.067 0.426
H 1.6387 1.2463 -1.2877 1.131 0.176 -0.373
H 0.7811 -0.1244 -2.0553 1.180 0.205 -0.878
H -0.0393 1.3510 1.6221 -0.756 0.726 -1.753
H -0.4350 2.4511 0.1894 -0.504 0.285 -0.236
H -1.9287 0.3282 1.5164 -0.304 0.190 0.119
H -2.6162 1.3179 0.3799 -0.318 -0.101 -0.248
H -1.6786 0.0763 -1.2743 -0.902 -0.244 -1.296
H -0.7109 -1.8447 0.2982 -0.532 -0.543 0.298
```
Positions in Å, forces in eV/Å.

[2]
DFT (ωB97M-V/def2-TZVPD) results for a structure of composition C19H20F4N2O4Ta.

Net charge = +1
Relative energy (zero: lowest compared OMol25 entry of this formula, charge and spin) = 31.2 kcal per mole
Frontier orbital gap = 8.2 eV

Geometry as XYZ:
```
50
Properties=species:S:1:pos:R:3:forces:R:3
Ta 0.3597 -0.4624 -0.4591 -0.400 -0.248 -0.085
C -0.3069 0.5138 -2.7035 0.229 0.098 0.372
C -1.0142 -0.4272 -3.4234 0.043 -0.157 -0.062
C -0.1724 -1.5407 -3.7207 0.002 0.035 0.082
C 1.0472 -1.3209 -3.1466 0.003 -0.063 0.057
C 1.0329 -0.0344 -2.4569 0.115 0.469 -0.535
H -0.6293 1.5188 -2.4732 0.021 0.042 -0.087
H -2.0391 -0.3267 -3.7490 -0.001 -0.007 0.008
H -0.4717 -2.4205 -4.2682 0.000 -0.015 0.008
H 1.8898 -1.9981 -3.1396 0.021 0.016 -0.062
H 1.9242 0.5892 -2.4363 -0.030 0.025 0.010
C -3.3718 0.3660 -1.0794 0.021 0.055 0.067
C -2.4792 0.9228 0.0143 -0.018 -0.040 -0.014
N -1.6585 -0.0973 0.7620 0.134 0.239 -0.020
C -2.5083 -1.2937 1.0671 0.084 -0.066 0.040
C -1.8783 -2.2865 2.0317 -0.037 -0.013 -0.014
C -1.2327 0.5406 2.0580 0.043 0.020 -0.066
C 0.2282 0.2435 2.3433 -0.116 0.152 0.058
N 0.9214 0.6201 1.1022 -0.232 -0.181 -0.040
C 1.9492 1.5634 1.1138 0.231 0.346 -0.095
C 2.0303 2.4565 0.0472 -0.129 -0.173 0.040
F 1.0970 2.3086 -0.9344 0.074 0.155 0.076
C 2.9950 3.4346 -0.0374 0.041 0.019 0.001
F 3.0077 4.2485 -1.0892 -0.017 -0.009 0.003
C 3.9369 3.5590 0.9658 -0.012 -0.033 0.027
C 3.8798 2.6819 2.0319 0.010 0.058 -0.049
F 4.7771 2.7664 3.0063 -0.013 -0.015 0.009
C 2.9132 1.6915 2.1093 -0.047 -0.121 0.031
F 2.9155 0.8455 3.1433 0.023 0.003 -0.016
H -3.7147 1.1995 -1.6925 -0.007 -0.026 -0.034
H -4.2527 -0.1210 -0.6680 -0.003 -0.036 -0.017
H -2.8476 -0.3399 -1.7200 -0.052 -0.001 0.044
H -3.0936 1.4579 0.7432 -0.015 -0.028 0.017
H -1.7751 1.6561 -0.3924 -0.010 0.019 0.056
H -2.7307 -1.7887 0.1272 -0.019 0.017 0.018
H -3.4444 -0.9168 1.4905 -0.026 -0.024 -0.021
H -0.8623 -2.5581 1.7489 -0.009 -0.026 0.016
H -2.4664 -3.2030 2.0122 -0.002 0.001 0.010
H -1.8668 -1.9322 3.0615 0.018 0.014 -0.009
H -1.9027 0.2234 2.8565 0.021 0.044 0.020
H -1.3200 1.6209 1.9473 -0.041 -0.009 -0.016
H 0.4125 -0.8033 2.5945 0.001 0.005 0.002
H 0.5703 0.8404 3.1865 0.016 -0.004 -0.026
H 4.7070 4.3154 0.9150 0.000 0.006 -0.004
O 2.5710 -3.7676 -0.3956 -0.080 0.080 -0.041
C 1.6859 -2.9876 -0.3725 -0.094 -0.586 -0.048
O 1.8035 -1.6697 -0.0991 0.276 0.235 0.115
C 0.1786 -3.3144 -0.6250 0.343 -0.608 0.165
O -0.2704 -4.4041 -0.7160 0.003 0.131 -0.108
O -0.5242 -2.1694 -0.6816 -0.361 0.205 0.118
```
Positions in Å, forces in eV/Å.

[3]
DFT (ωB97M-V/def2-TZVPD) results for a structure of composition C25H27Cl2F4IrN2OS.

Net charge = +3
⟨S²⟩ = 8.799
Relative energy (zero: lowest compared OMol25 entry of this formula, charge and spin) = 27.9 kcal per mole
Frontier orbital gap (alpha / beta) = 7.1 / 3.0 eV
2S+1 = 6

Geometry as XYZ:
```
63
Properties=species:S:1:pos:R:3:forces:R:3
Ir 0.0465 0.3682 0.8670 0.327 -0.457 0.974
C 2.8500 -0.5817 0.2298 -0.421 -0.932 -0.923
N 2.3084 0.2771 1.2833 0.565 -0.574 0.419
C 3.2133 1.4426 1.2909 0.451 0.178 0.072
C 2.4396 -0.4666 2.6004 -3.620 1.465 -0.070
C 1.0949 -0.2131 3.5217 2.304 -1.155 -1.217
N -0.1636 -0.3626 2.7744 -0.172 -0.142 -0.142
C -1.2332 -0.9709 3.4168 1.061 0.821 2.333
C -2.0614 -1.9330 2.8810 -3.125 -1.481 0.594
F -1.7646 -2.2734 1.6694 0.189 -0.719 -2.813
C -3.1767 -2.6122 3.5428 6.196 5.653 2.212
F -3.9704 -3.3780 2.9914 -2.571 -2.862 -2.135
C -3.1767 -2.3017 4.9007 -1.780 -1.346 1.057
C -2.3563 -1.4453 5.5806 1.813 0.668 -1.536
F -2.3106 -1.3505 6.9075 -0.470 0.034 -0.727
C -1.3990 -0.7515 4.8271 -3.023 -3.112 -0.932
F -0.6609 0.0226 5.4538 3.116 3.393 2.041
H 3.8227 -0.9203 0.5039 0.983 -0.112 0.224
H 2.9150 -0.0784 -0.7242 -0.017 0.412 -0.137
H 2.2890 -1.4972 0.0416 -0.473 0.062 0.293
H 4.2422 1.0843 1.3682 0.042 -0.148 -0.109
H 3.0804 2.0424 2.1649 -0.506 0.600 0.449
H 3.1647 2.0357 0.3802 -0.366 -0.023 0.008
H 3.2222 -0.0582 3.1983 0.862 -0.037 0.207
H 2.5075 -1.5085 2.3998 0.324 -0.776 -0.074
H 1.2487 0.7850 3.9017 -0.420 0.263 0.494
H 1.2449 -1.0217 4.2556 -0.602 0.715 0.217
H -3.8462 -2.8128 5.5734 -0.523 -0.379 -0.124
Cl -3.0008 2.3690 1.9820 -1.322 -1.231 -0.164
C -1.7074 3.3175 2.4470 2.485 0.522 0.712
Cl -0.2234 3.0505 1.3763 0.170 -0.567 0.126
H -1.3419 3.2640 3.4930 -0.520 -0.444 -0.691
H -1.8466 4.3189 2.1799 -0.724 1.513 -0.015
O 0.1720 0.5235 -1.1009 -0.307 1.411 -1.591
S 0.0893 1.7975 -2.1041 -0.700 -1.169 0.596
C 0.5086 0.9449 -3.6724 0.105 -2.038 1.044
C 1.8789 0.2723 -3.4496 -1.613 -0.757 -0.444
C 1.9417 -1.1269 -3.3371 -1.568 0.992 0.477
C 3.1979 -1.7122 -3.1933 -0.889 0.289 -0.434
C 4.2927 -0.8592 -3.2539 2.511 -2.675 -0.105
C 4.1840 0.4969 -3.4452 3.171 -1.407 0.138
C 3.0055 1.0501 -3.5419 -3.372 -0.030 0.131
C -1.7796 2.1150 -2.2206 0.918 -1.257 0.925
C -2.5858 0.8617 -2.4841 0.899 1.790 0.391
C -3.0556 0.0900 -1.3929 0.149 -1.419 0.856
C -3.6776 -1.1772 -1.6570 -0.165 -0.202 -0.836
C -3.8498 -1.6025 -2.9705 -0.614 0.561 1.142
C -3.4376 -0.7330 -4.0044 -0.127 -0.492 -1.847
C -2.8397 0.4970 -3.7530 0.751 1.131 -0.760
H 0.5150 1.6424 -4.5055 -0.290 0.164 0.038
H -0.2403 0.0980 -3.7316 0.573 1.209 -0.343
H 0.9148 -1.6053 -3.3452 1.713 -0.162 0.053
H 3.2672 -2.7908 -3.1641 0.330 0.035 0.142
H 5.3390 -1.3661 -3.2824 -1.926 1.135 0.235
H 5.0618 1.0532 -3.6201 0.943 0.615 0.005
H 2.8011 2.0222 -3.7903 0.273 2.648 -0.430
H -1.8272 2.8940 -2.9555 -0.377 0.405 -0.458
H -1.9938 2.4792 -1.2177 -0.024 0.391 -0.027
H -2.8320 0.4323 -0.3491 -0.502 -0.377 -1.002
H -4.0489 -1.8196 -0.8737 0.061 0.174 0.306
H -4.4314 -2.4777 -3.2708 0.443 0.011 0.470
H -3.5440 -1.0297 -5.0627 -0.115 0.005 0.661
H -2.4764 1.1895 -4.5306 -0.481 -0.784 0.043
```
Positions in Å, forces in eV/Å.

[4]
DFT (ωB97M-V/def2-TZVPD) results for a cluster of 2 separate species, CH6N2P in total.

Net charge = +1
Relative energy (zero: lowest compared OMol25 entry of this formula, charge and spin) = 91.4 kcal per mole
Frontier orbital gap (alpha / beta) = 9.2 / 9.3 eV

Geometry as XYZ:
```
10
Properties=species:S:1:pos:R:3:forces:R:3
C 0.2492 0.2827 0.1523 -3.990 -2.608 -0.063
N -0.1307 1.4927 0.2455 0.253 0.359 -0.026
N -1.4106 -1.2134 0.1314 2.813 2.279 -0.579
P 1.7038 -0.6739 0.0181 1.030 -0.018 0.396
H -1.1092 1.7581 0.3329 0.144 -0.131 0.052
H 0.5366 2.2660 0.2077 -0.068 -0.075 -0.039
H -1.1272 -1.7270 0.9636 -0.026 0.065 0.347
H -2.2191 -0.6472 0.3795 -0.079 0.184 0.297
H 1.0998 -1.8028 -0.5208 -0.227 -0.161 -0.232
H 2.1522 -0.0782 -1.1678 0.150 0.107 -0.154
```
Positions in Å, forces in eV/Å.

[5]
DFT (ωB97M-V/def2-TZVPD) results for a structure of composition C17H18N2O4.

Relative energy (zero: lowest compared OMol25 entry of this formula, charge and spin) = 409.6 kcal per mole
Frontier orbital gap = 7.6 eV

Geometry as XYZ:
```
41
Properties=species:S:1:pos:R:3:forces:R:3
C 6.7625 0.9514 -0.8492 -2.401 5.691 -7.548
H 7.3562 0.7029 -0.1260 3.564 -1.648 3.901
H 7.0772 0.7606 -1.9390 0.646 0.357 1.749
H 6.5341 2.1041 -0.8084 1.230 -1.420 0.019
C 5.4463 0.4316 -0.7943 -0.499 -8.638 4.626
C 4.9772 0.4444 0.6912 -7.196 2.658 -6.107
H 4.8336 1.4682 0.9849 -0.553 0.727 0.392
H 3.9736 -0.1149 0.6139 1.499 0.805 1.147
H 5.6374 0.0871 1.2655 4.843 -3.325 4.324
C 4.4784 0.6516 -1.8585 3.914 -5.982 -4.902
O 3.4652 -0.4393 -2.0900 -0.464 3.332 1.810
C 2.3049 -0.0283 -1.5367 -2.523 3.584 4.321
C 1.8427 1.3469 -0.6569 -0.300 -8.864 -5.417
C 0.6052 1.1608 -0.1527 1.855 9.689 1.728
C -0.3595 0.3366 -0.3609 -1.997 -7.155 0.419
C 0.1184 -0.9388 -0.8685 -10.883 0.746 1.266
C 1.2610 -0.9287 -1.3709 9.149 -5.442 -6.918
H 1.6121 -1.9144 -1.9722 -0.982 1.736 1.429
H -0.7911 -1.7880 -1.1994 3.428 2.098 1.243
C -1.5996 0.4177 0.4238 -0.626 5.316 -1.298
O -1.8597 1.6113 0.8788 -0.038 -4.965 -0.513
N -2.4418 -0.6374 0.2650 -4.088 -1.972 0.386
C -3.8792 -0.6554 0.6603 2.026 0.187 0.289
C -4.3875 0.3784 1.4964 -2.900 2.439 -2.489
C -5.8598 0.3898 1.5369 2.078 4.574 7.185
C -6.6058 -0.7781 1.5376 1.462 5.782 0.137
C -5.9419 -1.6481 0.9292 1.816 -13.611 -6.733
C -4.6889 -1.8040 0.2925 -0.091 7.508 4.224
H -4.0748 -2.5160 -0.0643 0.521 -3.392 -1.515
H -6.5367 -2.6948 0.7002 1.045 2.484 0.879
N -7.9071 -0.9373 1.8810 -3.392 5.353 4.093
O -8.3542 0.1489 2.5118 0.494 -4.042 -2.143
O -8.5050 -1.9417 1.7065 -0.875 -0.950 -0.244
H -6.2459 1.3090 2.4307 0.826 -2.595 -3.546
H -3.8827 1.4530 1.6516 -0.802 -3.176 -0.244
H -2.3396 -1.4984 -0.3613 1.015 2.330 1.328
H 0.2772 2.2352 0.2726 0.431 -2.645 0.014
H 2.6493 1.7794 -0.3385 3.717 3.712 1.906
H 4.2155 1.6061 -1.7715 -2.424 3.841 -0.579
H 5.1473 0.3832 -2.8797 -1.719 1.628 2.416
H 5.6859 -0.8947 -0.7317 -0.809 3.248 -1.034
```
Positions in Å, forces in eV/Å.

[6]
DFT (ωB97M-V/def2-TZVPD) results for a structure of composition C29H29ClPZr.

Net charge = +1
Frontier orbital gap (alpha / beta) = 5.6 / 5.6 eV

Geometry as XYZ:
```
61
Properties=species:S:1:pos:R:3:forces:R:3
C -0.3868 0.9727 2.0320 -0.139 -2.198 1.058
C 0.9725 1.1019 1.6486 -0.056 0.766 -0.869
C 1.0184 1.8850 0.4183 0.651 -0.304 1.535
H 1.7969 0.6811 2.1943 0.308 0.180 0.043
C -0.2866 2.1888 0.0356 -1.407 -0.338 -2.080
C -1.2148 1.5859 1.0194 -1.656 2.400 -0.882
H -2.4156 1.7891 0.8966 4.006 3.711 0.639
H -0.8556 0.2347 2.7597 1.062 1.519 -0.602
H 1.9099 2.2417 -0.0786 0.028 -0.162 0.015
H -0.6750 2.7681 -0.8889 1.052 -1.114 1.797
Zr 0.0923 -0.3063 -0.0910 -1.441 2.383 0.564
Cl -0.4333 -0.1657 -2.3632 -0.043 -0.038 -0.299
P 3.3247 -1.0112 -1.5378 0.785 -0.505 -0.133
C 4.4241 0.2125 -2.3667 -0.219 0.795 -0.151
C 5.7935 0.3666 -2.0910 -0.186 0.034 -0.106
H 6.2790 -0.2705 -1.3483 -0.159 0.219 -0.220
C 6.5474 1.3337 -2.7701 -0.232 -0.063 -0.057
H 7.6105 1.4432 -2.5444 -0.353 -0.047 -0.076
C 5.9464 2.1531 -3.7301 -0.210 -0.224 0.144
H 6.5370 2.9053 -4.2589 -0.216 -0.268 0.188
C 4.5796 2.0073 -4.0071 0.128 -0.049 0.063
H 4.1046 2.6448 -4.7554 0.143 -0.195 0.235
C 3.8208 1.0544 -3.3261 0.332 -0.090 0.215
H 2.7522 0.9519 -3.5350 0.294 0.045 0.015
C 4.4468 -1.6321 -0.2230 -0.077 -0.072 0.628
C 4.4671 -0.8981 0.9810 0.210 -0.426 -0.152
H 3.8380 -0.0089 1.0820 0.210 -0.200 -0.032
C 5.2898 -1.2950 2.0347 0.062 -0.080 -0.018
H 5.3078 -0.7118 2.9576 0.006 -0.187 -0.269
C 6.0894 -2.4405 1.9152 -0.186 0.107 -0.223
H 6.7278 -2.7534 2.7450 -0.231 0.118 -0.295
C 6.0606 -3.1817 0.7306 -0.128 0.193 0.013
H 6.6765 -4.0783 0.6302 -0.201 0.299 0.033
C 5.2438 -2.7820 -0.3361 0.021 0.186 0.182
H 5.2374 -3.3679 -1.2576 -0.023 0.191 0.290
C 3.4099 -2.4004 -2.7417 -0.583 -0.372 -0.249
C 4.2931 -2.4581 -3.8325 -0.151 -0.130 0.113
H 5.0012 -1.6458 -4.0106 -0.250 -0.245 0.052
C 4.2766 -3.5615 -4.6973 -0.127 0.019 0.214
H 4.9680 -3.5934 -5.5427 -0.232 0.017 0.292
C 3.3836 -4.6154 -4.4824 -0.001 0.261 0.222
H 3.3738 -5.4746 -5.1575 -0.008 0.309 0.243
C 2.4971 -4.5609 -3.3978 0.100 0.005 -0.038
H 1.7971 -5.3807 -3.2253 0.205 0.257 -0.064
C 2.5024 -3.4608 -2.5406 0.374 0.154 -0.353
H 1.7999 -3.4162 -1.7038 0.152 -0.064 -0.221
C -5.4704 0.2904 0.7527 -0.032 -0.424 -0.481
C -4.4667 0.9617 1.6606 1.213 0.805 0.195
C -4.6516 2.5106 1.6267 0.260 -0.133 -0.148
C -4.5468 0.4685 3.1009 0.157 -0.279 0.107
C -3.1247 0.5534 1.1092 -0.140 -3.238 -1.036
C -2.0542 0.1074 0.5889 -2.166 -3.087 -0.304
H -6.4705 0.4950 1.1061 -0.339 0.032 0.120
H -5.2973 -0.7871 0.7567 -0.195 0.002 -0.060
H -5.3714 0.6492 -0.2745 -0.052 -0.025 0.112
H -5.6513 2.7567 1.9995 0.144 -0.196 -0.050
H -3.9238 3.0304 2.2613 -0.109 -0.181 -0.104
H -4.5688 2.9056 0.6078 -0.014 -0.101 0.139
H -4.3698 -0.6090 3.1273 -0.102 0.037 0.124
H -3.8006 0.9529 3.7373 -0.113 0.002 -0.111
H -5.5355 0.6766 3.4985 -0.123 -0.008 0.092
```
Positions in Å, forces in eV/Å.